Here is 5 unconnected molecules or ions with the total composition C35H46F12N4O15PS3 in a non-equilibrium geometry from OMol25. Energies are from ωB97M-V/def2-TZVPD.

The calculation puts the largest force on an atom at 12.13 eV/Å. As for the HOMO energy: -0.4121 hartree. Its charge is +1. The HOMO-LUMO gap is 5.61 eV. The calculation puts the molecular weight at 1117.9 Da. The calculation puts the energy relative to the best compared isomer or geometry (same formula, charge and spin) at 329.40 kcal per mole.

Each line ends with the Mulliken charge.
CARTESIAN COORDINATES (ANGSTROEM)
N1 -1.306794 -5.856392 4.202832  -0.573
C1 -0.685724 -6.051284 2.842955  0.225
O1 -0.927727 -7.174494 2.115753  -0.505
C2 0.339604 -4.960508 2.089911  -0.038
C3 0.383722 -3.571494 2.934806  -1.374
C4 0.920641 -2.195852 2.126268  2.686
C5 1.945627 -2.998613 1.148752  -1.570
O2 3.087366 -3.605761 1.593951  -0.646
N2 1.754292 -3.333420 -0.340707  0.403
C6 2.738848 -4.382776 -0.804015  0.386
O3 3.923418 -3.971187 -1.326042  -0.434
F1 2.524853 -5.857742 -0.775838  -0.255
N3 1.438369 -1.129662 3.122695  0.526
C7 2.642784 -0.292575 2.985215  -0.590
C8 4.044752 -0.796018 2.355708  -0.667
O4 5.018146 0.344937 2.417875  -0.559
C9 0.304044 -0.247892 3.747675  0.650
P1 0.713015 1.361503 4.690587  0.187
O5 0.529583 2.734419 4.023913  -0.534
C10 0.216820 -1.115417 5.149942  -1.159
O6 -0.557251 -2.073802 5.577448  -0.387
N4 1.287714 -0.841796 6.244391  -0.049
C11 1.971264 -2.127314 6.655005  0.517
O7 1.588128 -2.750950 7.802360  -0.440
F2 3.055319 -2.785442 5.889443  -0.193
C12 -0.930453 -0.214056 2.615612  0.753
S1 -2.547932 -0.613181 3.498888  1.445
O8 -2.672652 0.073294 4.922272  -0.597
O9 -2.850521 -2.099376 3.802876  -0.526
F3 -4.010096 -0.132485 2.733452  -0.273
S2 -1.441562 1.384561 1.796363  0.782
O10 -2.194661 2.215141 2.911669  -0.540
O11 -2.573684 1.195524 0.703618  -0.463
C13 -0.326331 2.536223 0.941406  1.080
F4 -0.396455 2.331689 -0.564409  0.009
F5 1.130131 2.479099 1.189383  -0.264
C14 -0.697419 4.166906 1.001434  0.253
F6 0.202930 4.711341 -0.101861  -0.277
F7 -0.148022 4.872392 2.182234  -0.231
C15 -2.166800 4.628880 0.544583  0.694
F8 -2.825399 3.868506 -0.554955  -0.229
F9 -1.955704 5.997614 -0.082739  -0.328
C16 -3.317661 4.893055 1.658446  0.610
F10 -4.083398 6.132442 1.253509  -0.247
F11 -2.900707 5.110599 3.047008  -0.180
F12 -4.349539 3.791463 1.577187  -0.200
C17 -0.340655 -1.293113 1.458556  0.379
S3 -1.687733 -2.540444 0.904924  -0.109
C18 0.027823 -0.691409 -0.050617  0.344
C19 -1.061487 -0.620019 -1.318787  -0.521
C20 -0.672413 -0.065968 -2.838745  -0.663
C21 0.831341 0.450428 -3.226264  -0.420
C22 1.922995 0.421592 -2.006874  -0.820
C23 1.529185 -0.132600 -0.503321  -0.415
H1 -2.249962 -5.406440 4.004005  0.315
H2 -0.732470 -5.268963 4.844965  0.337
H3 1.375121 -5.555269 2.049426  0.422
H4 -0.063805 -4.903340 0.996456  0.042
H5 -0.677843 -3.434598 3.401793  0.224
H6 1.089276 -3.830825 3.865380  0.329
H7 0.781685 -3.631569 -0.548270  0.225
H8 1.787531 -1.808408 3.874702  0.500
H9 3.017135 -0.133251 4.116675  0.127
H10 2.466392 0.789874 2.513083  0.182
H11 4.533747 -1.678246 2.991653  0.469
H12 4.034435 -1.159428 1.246594  0.220
H13 5.948655 -0.061296 2.425104  0.391
H14 -0.138097 1.411156 5.894780  0.238
H15 2.072179 1.421086 5.252211  0.187
H16 0.822898 -0.458181 7.102491  0.367
H17 -1.322361 -3.181596 -0.278323  0.306
H18 -2.188398 -0.908115 -1.218991  0.334
H19 -1.500410 -0.019046 -3.697652  0.328
H20 1.133816 0.835852 -4.298326  0.324
H21 3.022498 0.829237 -2.230791  0.329
H22 2.414371 -0.100713 0.253706  0.078
C24 -4.903012 -1.566349 -2.882466  -0.946
C25 -4.405774 -2.958308 -2.597733  0.868
O12 -3.766721 -3.212012 -1.577780  -0.524
C26 -4.720441 -4.027963 -3.609089  -1.171
H23 -4.602133 -0.899745 -2.067206  0.106
H24 -4.465712 -1.198924 -3.814162  0.288
H25 -5.993950 -1.567894 -2.948492  0.408
H26 -4.274974 -3.770207 -4.573249  0.350
H27 -5.803219 -4.139071 -3.707486  0.356
H28 -4.299408 -4.981204 -3.272078  0.298
C27 0.281627 4.902048 -5.592418  -1.042
C28 -0.252207 4.091333 -4.441927  0.612
O13 0.153358 2.951138 -4.221628  -0.456
C29 -1.301518 4.729356 -3.571357  -0.362
H29 1.031654 4.314805 -6.132918  0.308
H30 -0.530404 5.150398 -6.280325  0.330
H31 0.754632 5.812998 -5.216994  0.180
H32 -2.184170 4.970038 -4.169254  0.431
H33 -0.899017 5.632608 -3.105996  0.105
H34 -1.593353 4.028520 -2.781943  -0.134
C30 2.456779 8.200103 -2.969328  -1.114
C31 0.996011 8.535370 -2.829248  0.904
O14 0.209529 8.364641 -3.759493  -0.559
C32 0.534541 9.087716 -1.507138  -1.091
H35 2.644956 7.811568 -3.975889  0.285
H36 3.060093 9.099509 -2.823136  0.376
H37 2.733416 7.433510 -2.241102  0.293
H38 1.052244 10.026752 -1.295766  0.404
H39 0.725624 8.360675 -0.713836  0.261
H40 -0.542157 9.283345 -1.551464  0.263
C33 2.493446 -5.159071 -3.908952  -0.824
C34 1.168269 -5.290190 -4.610794  0.865
O15 0.333534 -4.387498 -4.573049  -0.577
C35 0.903642 -6.568415 -5.360548  -1.132
H41 2.545017 -4.185424 -3.410065  0.109
H42 2.593989 -5.944018 -3.155268  0.236
H43 3.306827 -5.223008 -4.636160  0.411
H44 0.933349 -7.416238 -4.671492  0.323
H45 1.646242 -6.695108 -6.152333  0.327
H46 -0.090935 -6.522272 -5.816839  0.304

Cartesian forces (eV/Å) of the 3 atoms listed first:
0.432 0.794 -2.821
-0.939 -5.193 -3.406
1.340 7.493 4.856